1.
{
  "formula": "C25H31N3O3S",
  "method": "the ωB97M-V functional and the def2-TZVPD basis",
  "smiles": "Cc1ccc(S(=O)(=O)N2CCCCC2)cc1NC(=O)CN1CC=C(c2ccccc2)CC1",
  "relative_energy_kj_mol": 162.19,
  "e_tot_ha": -1759.42946,
  "fmax_ev_per_a": 1.07,
  "symbols": ["C", "C", "C", "C", "C", "C", "C", "N", "C", "O", "C", "N", "C", "C", "C", "C", "C", "H", "H", "H", "C", "C", "C", "C", "C", "C", "H", "H", "H", "H", "H", "H", "H", "H", "H", "H", "H", "H", "H", "S", "O", "O", "N", "C", "C", "C", "C", "C", "H", "H", "H", "H", "H", "H", "H", "H", "H", "H", "H", "H", "H", "H", "H"],
  "coordinates": [[0.774, 4.068, 2.083], [0.889, 3.551, 0.687], [0.889, 4.434, -0.390], [1.054, 3.995, -1.690], [1.235, 2.645, -1.921], [1.229, 1.742, -0.881], [1.036, 2.183, 0.426], [1.037, 1.221, 1.449], [0.075, 1.016, 2.387], [-0.886, 1.726, 2.578], [0.370, -0.235, 3.213], [0.939, -1.274, 2.370], [-0.035, -1.850, 1.453], [-1.149, -2.640, 2.150], [-0.605, -3.499, 3.261], [0.645, -3.347, 3.693], [1.594, -2.338, 3.114], [2.285, -2.845, 2.427], [2.199, -1.894, 3.909], [1.043, -3.982, 4.471], [-1.516, -4.477, 3.881], [-1.566, -4.597, 5.268], [-2.411, -5.511, 5.870], [-3.220, -6.325, 5.095], [-3.178, -6.217, 3.716], [-2.337, -5.299, 3.113], [-2.304, -5.241, 2.035], [-3.802, -6.852, 3.105], [-3.880, -7.039, 5.564], [-2.440, -5.586, 6.947], [-0.947, -3.954, 5.877], [-1.898, -1.958, 2.566], [-1.663, -3.256, 1.411], [0.518, -2.516, 0.784], [-0.472, -1.047, 0.853], [-0.547, -0.529, 3.742], [1.113, 0.046, 3.966], [1.622, 0.403, 1.297], [1.373, 0.695, -1.101], [1.476, 2.070, -3.597], [1.583, 0.634, -3.568], [2.547, 2.806, -4.202], [0.047, 2.606, -4.290], [0.117, 2.940, -5.698], [0.037, 1.696, -6.582], [-1.235, 0.915, -6.258], [-1.244, 0.551, -4.775], [-1.111, 1.817, -3.928], [-1.008, 1.567, -2.870], [-1.995, 2.452, -4.052], [-2.167, 0.032, -4.511], [-0.398, -0.101, -4.554], [-1.287, 0.010, -6.865], [-2.109, 1.530, -6.491], [0.910, 1.072, -6.381], [0.053, 1.990, -7.633], [1.062, 3.462, -5.845], [-0.712, 3.622, -5.920], [1.063, 4.676, -2.525], [0.772, 5.489, -0.195], [-0.194, 3.797, 2.504], [1.539, 3.619, 2.716], [0.881, 5.149, 2.104]],
  "lowdin_charge": [-0.034, -0.185, -0.018, -0.049, -0.279, 0.013, -0.168, 0.134, -0.463, 0.075, -0.093, -0.190, -0.164, -0.112, -0.198, -0.017, -0.172, 0.125, 0.121, 0.114, -0.190, -0.037, -0.083, -0.093, -0.083, -0.034, 0.107, 0.102, 0.100, 0.102, 0.111, 0.127, 0.111, 0.131, 0.122, 0.131, 0.137, 0.139, 0.120, 0.682, -0.290, -0.278, -0.242, -0.203, -0.175, -0.199, -0.182, -0.198, 0.116, 0.131, 0.113, 0.099, 0.110, 0.112, 0.115, 0.113, 0.110, 0.130, 0.117, 0.115, 0.074, 0.090, 0.079]
}

=====

2.
{
  "formula": "C28H53BBrCl10I3N4O6P",
  "method": "the ωB97M-V functional and the def2-TZVPD basis",
  "total_charge": 1,
  "e_tot_ha": -10204.21200,
  "fmax_ev_per_a": 2.50,
  "symbols": ["C", "C", "N", "N", "C", "N", "C", "C", "O", "Br", "C", "C", "C", "O", "N", "C", "C", "C", "C", "C", "B", "C", "O", "P", "O", "I", "O", "C", "O", "C", "I", "C", "C", "I", "H", "H", "H", "H", "H", "H", "H", "H", "H", "H", "H", "H", "H", "H", "H", "H", "H", "H", "H", "H", "H", "H", "H", "H", "H", "H", "H", "H", "H", "H", "H", "H", "H", "Cl", "C", "C", "Cl", "H", "H", "H", "H", "Cl", "C", "C", "Cl", "H", "H", "H", "H", "Cl", "C", "C", "Cl", "H", "H", "H", "H", "Cl", "C", "C", "Cl", "H", "H", "H", "H", "Cl", "C", "C", "Cl", "H", "H", "H", "H"],
  "coordinates": [[-2.432, 0.098, -3.358], [-2.222, -0.512, -1.970], [-0.804, -0.846, -1.782], [-0.671, -1.882, -0.779], [-1.145, -1.356, 0.456], [-2.223, -1.918, 0.958], [-2.748, -1.578, 2.266], [-3.983, -0.713, 2.132], [-4.310, -0.122, 1.124], [-4.973, -0.593, 3.758], [-2.974, -2.988, 0.291], [-2.734, -4.355, 0.983], [-2.527, -5.478, -0.034], [-3.879, -4.703, 1.762], [-0.409, -0.409, 1.080], [-0.951, 0.812, 1.710], [-0.686, 2.212, 1.100], [-0.385, 2.317, -0.390], [-1.848, 3.136, 1.507], [1.025, -0.765, 1.220], [1.396, -1.637, 2.533], [0.367, -2.157, 3.592], [2.707, -1.976, 2.661], [2.099, 0.826, 1.147], [3.549, 0.138, 0.891], [2.220, 1.427, 3.508], [1.547, -1.499, 0.104], [0.696, -2.361, -0.584], [0.542, -3.459, 0.286], [1.357, -2.710, -1.924], [1.156, -4.719, -2.449], [1.997, -1.831, -2.727], [2.224, -0.361, -2.515], [2.888, -2.369, -4.532], [-2.886, 1.082, -3.309], [-1.485, 0.204, -3.884], [-3.058, -0.551, -3.967], [-2.544, 0.183, -1.194], [-2.847, -1.403, -1.867], [-0.512, -1.290, -2.649], [-2.028, -1.056, 2.883], [-3.025, -2.485, 2.793], [-4.036, -2.764, 0.391], [-2.742, -3.005, -0.765], [-1.858, -4.290, 1.630], [-1.773, -6.179, 0.311], [-3.471, -5.999, -0.174], [-2.211, -5.100, -1.003], [-3.739, -4.517, 2.690], [-0.589, 0.847, 2.741], [-2.023, 0.698, 1.791], [0.196, 2.597, 1.615], [-1.280, 2.349, -1.005], [0.293, 1.539, -0.719], [0.137, 3.262, -0.553], [-2.787, 2.595, 1.618], [-1.961, 3.934, 0.779], [-1.644, 3.609, 2.469], [-0.436, -2.707, 3.098], [-0.060, -1.373, 4.222], [0.872, -2.854, 4.260], [3.175, -1.988, 1.819], [3.883, 0.505, 0.064], [-0.165, -4.007, -0.072], [3.291, -0.139, -2.562], [1.768, 0.195, -3.336], [1.804, 0.018, -1.598], [-3.979, 3.995, -5.306], [-4.074, 5.291, -4.086], [-2.710, 5.761, -3.656], [-1.835, 4.497, -2.749], [-4.643, 4.908, -3.243], [-4.621, 6.119, -4.534], [-2.807, 6.622, -2.998], [-2.095, 6.034, -4.508], [-0.747, -1.763, -5.497], [-1.426, -3.312, -6.057], [-2.720, -3.634, -5.361], [-2.464, -3.987, -3.630], [-0.675, -4.080, -5.890], [-1.602, -3.217, -7.127], [-3.174, -4.518, -5.803], [-3.420, -2.807, -5.429], [5.565, -5.217, 2.010], [5.511, -4.092, 3.394], [6.885, -3.688, 3.857], [7.768, -5.042, 4.603], [4.952, -4.575, 4.191], [4.960, -3.215, 3.064], [6.797, -2.908, 4.611], [7.485, -3.315, 3.031], [1.703, 4.341, 6.104], [2.663, 5.447, 5.087], [1.815, 6.141, 4.054], [1.198, 4.978, 2.847], [3.449, 4.860, 4.620], [3.116, 6.185, 5.746], [2.412, 6.879, 3.523], [0.958, 6.636, 4.501], [3.326, 3.099, -1.458], [3.860, 4.745, -1.011], [2.684, 5.658, -0.784], [1.786, 5.984, -2.287], [4.505, 5.104, -1.808], [4.440, 4.660, -0.094], [3.040, 6.614, -0.404], [1.988, 5.231, -0.067]],
  "lowdin_charge": [-0.078, -0.239, 0.046, 0.032, -0.190, 0.054, -0.154, -0.808, 0.051, 0.833, -0.053, -0.378, -0.018, -0.020, 0.063, -0.128, -0.419, -0.102, -0.042, -0.425, -0.624, 0.024, 0.128, 0.660, -0.341, 0.691, -0.043, -0.568, 0.011, -0.648, 0.985, -0.807, -0.191, 0.928, 0.066, 0.033, 0.057, 0.100, 0.083, 0.071, 0.112, 0.114, 0.146, 0.082, 0.137, 0.091, 0.098, 0.026, 0.088, 0.089, 0.086, 0.012, 0.041, 0.018, 0.065, 0.075, 0.080, 0.070, 0.050, 0.071, 0.081, 0.100, 0.034, 0.040, 0.068, 0.081, 0.024, 0.536, -0.663, -0.648, 0.553, 0.066, 0.075, 0.076, 0.070, 0.586, -0.619, -0.625, 0.558, 0.068, 0.082, 0.080, 0.068, 0.536, -0.667, -0.667, 0.545, 0.071, 0.046, 0.073, 0.067, 0.523, -0.659, -0.631, 0.540, 0.062, 0.078, 0.076, 0.073, 0.556, -0.630, -0.670, 0.548, 0.072, 0.076, 0.077, 0.026]
}

=====

3.
{
  "formula": "CHBr2FS",
  "method": "the ωB97M-V functional and the def2-TZVPD basis",
  "smiles": "FC(=S)Br.Br",
  "relative_energy_kj_mol": 31.84,
  "e_tot_ha": -5684.74804,
  "fmax_ev_per_a": 1.67,
  "symbols": ["C", "F", "S", "Br", "Br", "H"],
  "coordinates": [[-1.449, -0.703, 0.462], [-0.155, -0.970, 0.585], [-2.531, -1.850, 0.174], [3.355, 0.788, -0.517], [-1.512, 1.290, 0.443], [2.291, 1.445, -1.146]],
  "lowdin_charge": [-1.252, -0.099, 0.730, 0.318, 0.614, -0.312]
}